Entry 1:
ORCA calculation (ωB97M-V with the def2-TZVPD basis set) on a 3-piece molecular cluster, C3H13NO3 overall at a distorted geometry.

CARTESIAN COORDINATES (ANGSTROEM)
C: 1.401 -0.316 -0.079
C: 0.200 0.693 -0.418
C: -0.970 -0.249 -0.805
O: -2.196 0.455 -0.728
N: 2.694 0.393 -0.224
H: 1.392 -1.217 -0.726
H: 1.115 -0.641 0.964
H: 0.464 1.415 -1.117
H: -0.162 1.288 0.523
H: -0.994 -1.132 -0.160
H: -0.930 -0.678 -1.843
H: -2.886 0.105 -0.240
H: 3.337 -0.364 -0.392
H: 2.950 1.099 0.518
H: -2.131 4.328 -3.364
H: -1.496 3.228 -2.385
O: -2.360 3.490 -2.851
H: -0.592 -3.951 4.615
H: 0.785 -3.783 4.005
O: 0.378 -4.166 4.707

Its HOMO energy is -9.255 eV. As for the total charge: 0. The SMILES is NCCCO.O.O. The LUMO energy comes out at 0.4267 eV.


Entry 2:
ORCA calculation (ωB97M-V with the def2-TZVPD basis set) on a 7-piece molecular cluster, C18H52F6N4O6P overall at a distorted geometry.

CARTESIAN COORDINATES (ANGSTROEM)
P: -0.413 -2.897 2.323
F: -0.802 -4.324 3.020
F: -2.008 -2.668 2.242
F: -0.235 -2.059 3.702
F: -0.022 -1.634 1.367
F: 1.213 -3.080 2.359
F: -0.504 -3.707 0.904
C: -8.171 1.701 -1.665
C: -6.680 1.798 -1.882
C: -6.162 0.626 -2.701
O: -4.870 0.762 -2.943
C: -4.182 -0.424 -3.217
N: -6.533 3.004 -2.757
H: -8.346 2.648 -1.155
H: -8.517 0.873 -1.046
H: -8.826 1.742 -2.535
H: -6.142 1.971 -0.950
H: -6.677 0.423 -3.640
H: -6.354 -0.175 -1.986
H: -3.234 -0.249 -3.725
H: -4.738 -1.009 -3.950
H: -4.036 -1.021 -2.317
H: -7.106 3.663 -2.249
H: -6.992 2.854 -3.644
C: 0.495 -4.446 -4.770
C: 1.823 -3.655 -4.795
C: 1.937 -2.882 -6.116
O: 3.023 -2.010 -6.049
C: 3.314 -1.422 -7.311
N: 1.821 -2.651 -3.724
H: 0.669 -5.218 -5.520
H: -0.391 -3.814 -4.834
H: 0.198 -5.029 -3.899
H: 2.719 -4.274 -4.814
H: 1.008 -2.350 -6.321
H: 2.141 -3.569 -6.937
H: 3.676 -2.124 -8.062
H: 4.071 -0.678 -7.062
H: 2.426 -0.964 -7.747
H: 1.293 -1.846 -4.027
H: 1.147 -2.957 -3.037
C: 6.331 0.433 2.534
C: 6.676 0.080 1.073
C: 8.151 0.312 0.643
O: 8.322 -0.063 -0.722
C: 9.673 0.097 -1.145
N: 6.160 -1.203 0.545
H: 5.338 0.145 2.878
H: 6.633 1.446 2.803
H: 7.008 0.032 3.288
H: 6.165 0.888 0.549
H: 8.763 -0.263 1.338
H: 8.493 1.346 0.687
H: 10.442 -0.345 -0.512
H: 9.891 1.143 -1.362
H: 9.804 -0.527 -2.029
H: 6.743 -1.982 0.815
H: 5.244 -1.465 0.880
C: -1.920 3.613 2.700
C: -2.612 4.048 1.495
C: -2.132 5.458 1.187
O: -2.776 5.970 -0.005
C: -3.807 6.958 0.193
N: -2.238 3.246 0.424
H: -1.961 2.525 2.732
H: -2.285 4.122 3.593
H: -0.843 3.780 2.688
H: -3.689 4.016 1.659
H: -1.089 5.593 0.901
H: -2.301 6.223 1.945
H: -4.414 6.712 1.065
H: -4.437 7.200 -0.663
H: -3.181 7.772 0.560
H: -2.444 2.272 0.593
H: -1.247 3.103 0.296
C: 2.945 -1.161 8.374
O: 1.655 -1.705 8.163
H: 3.196 -1.598 9.340
H: 3.666 -1.511 7.635
H: 2.887 -0.090 8.566
H: 1.261 -1.182 7.460
C: -3.748 -4.137 6.735
O: -4.786 -3.828 5.865
H: -3.186 -4.962 6.296
H: -3.024 -3.326 6.648
H: -3.960 -4.401 7.771
H: -4.399 -3.717 4.994

Its HOMO energy is -7.093 eV. As for the total charge: -1. The LUMO energy comes out at 2.4117 eV.


Entry 3:
ORCA calculation (ωB97M-V with the def2-TZVPD basis set) on C12H30IOP2Y as an isolated structure at a distorted geometry.

CARTESIAN COORDINATES (ANGSTROEM)
C: 0.175 0.095 -3.759
I: -1.660 -1.558 -2.759
H: 1.115 0.113 -3.130
H: -0.357 1.062 -3.743
H: 0.252 -0.345 -4.820
Y: -0.224 -0.071 -0.802
P: 0.060 2.825 -0.255
C: -1.535 3.695 -0.560
C: 0.746 3.794 1.149
H: 0.686 4.869 0.916
H: 1.210 4.581 -1.546
H: 1.801 3.508 1.269
H: 2.222 3.135 -1.273
H: -2.207 3.531 0.294
H: 0.195 3.573 2.071
C: 1.210 3.481 -1.532
H: -1.380 4.774 -0.695
H: 0.943 3.086 -2.522
H: -2.013 3.278 -1.459
P: 0.213 -2.827 0.174
C: -1.420 -3.636 -0.049
C: 1.298 -3.612 -1.086
H: 1.926 -3.397 1.771
H: 0.842 -4.789 1.385
H: 0.280 -3.488 2.512
C: 0.885 -3.717 1.626
H: 2.316 -3.220 -0.929
H: 1.292 -4.695 -0.901
H: -1.280 -4.723 0.021
H: -1.830 -3.357 -1.041
H: 0.962 -3.386 -2.107
H: -2.111 -3.256 0.720
C: -2.466 0.219 0.108
O: -3.571 0.131 0.440
C: -1.922 1.444 2.856
C: -0.533 0.850 2.947
C: -0.485 0.375 4.440
C: -0.146 -0.092 1.757
H: -2.686 0.676 2.899
H: -2.093 2.029 1.967
H: -2.149 2.115 3.691
H: 0.189 1.675 2.947
H: -1.209 -0.432 4.621
H: 0.503 0.022 4.759
H: -0.764 1.195 5.146
H: 0.878 -0.462 1.976
H: -0.841 -0.943 1.869

Its HOMO energy (spin up / spin down) is -14.227 / -14.227 eV. As for the total charge: +2. The LUMO energy (spin up / spin down) comes out at -9.3389 / -9.3380 eV.


Entry 4:
ORCA calculation (ωB97M-V with the def2-TZVPD basis set) on one molecule with the formula C2H5NSi at a distorted geometry.

CARTESIAN COORDINATES (ANGSTROEM)
C: 1.486 -0.500 -0.652
C: 0.355 -0.711 0.296
N: 2.355 -0.296 -1.348
Si: -0.850 0.777 0.168
H: 0.794 -1.196 1.190
H: -0.334 -1.554 0.037
H: -0.466 2.095 -0.339
H: -1.620 1.140 1.439
H: -1.718 0.244 -0.792

Its HOMO energy is -11.440 eV. As for the total charge: 0. The SMILES is N#CC[SiH3]. The LUMO energy comes out at 0.7034 eV.


Entry 5:
ORCA calculation (ωB97M-V with the def2-TZVPD basis set) on C5H8LiO4Sc as an isolated structure at a distorted geometry.

CARTESIAN COORDINATES (ANGSTROEM)
C: 0.674 1.881 2.507
C: 0.684 0.519 1.910
O: 1.449 0.193 0.988
Li: 1.792 -1.587 0.427
H: -0.297 2.041 3.001
H: 1.495 2.029 3.216
H: 0.736 2.617 1.690
H: -0.058 0.774 -0.549
H: 0.371 -0.294 2.599
O: -0.791 0.540 -2.632
C: 0.813 -1.984 -1.426
C: -0.981 0.450 -1.293
O: 1.382 -2.068 -2.522
O: -0.574 -1.884 -1.651
C: -1.300 -0.975 -0.826
Sc: -0.253 -1.084 -3.782
H: -1.771 1.131 -0.918
H: -2.362 -1.208 -0.970
H: -1.008 -1.091 0.232

Its HOMO energy (spin up / spin down) is -10.366 / -12.360 eV. As for the total charge: +1. The LUMO energy (spin up / spin down) comes out at -3.7980 / -3.9889 eV. Its expectation value of S² is 0.751. The spin multiplicity is 2.


Entry 6:
ORCA calculation (ωB97M-V with the def2-TZVPD basis set) on one molecule with the formula C4H2F2O2 at a distorted geometry.

CARTESIAN COORDINATES (ANGSTROEM)
C: 0.333 0.643 -0.513
C: -0.324 -1.313 0.016
C: -0.496 -0.597 1.140
C: -0.130 0.723 0.748
H: 0.994 1.198 -2.265
H: -0.922 -0.866 2.117
O: 0.701 1.572 -1.356
O: 0.172 -0.613 -1.049
F: -0.282 -2.599 -0.286
F: -0.047 1.852 1.449

Its HOMO energy is -8.200 eV. As for the total charge: 0. The SMILES is Oc1oc(F)cc1F. The LUMO energy comes out at 0.5068 eV.


Entry 7:
ORCA calculation (ωB97M-V with the def2-TZVPD basis set) on one molecule with the formula C4H10N4O at a distorted geometry.

CARTESIAN COORDINATES (ANGSTROEM)
C: 1.946 -0.759 1.933
C: 0.659 -1.185 -0.281
C: 0.674 1.232 0.062
C: -2.754 0.934 -1.801
H: 2.825 -0.169 1.820
H: 1.939 -1.572 2.835
H: 0.896 -0.309 2.342
H: 1.719 -2.699 0.655
H: 1.718 0.885 -0.024
H: 0.170 1.646 -0.915
H: 0.494 1.815 1.115
H: -2.922 1.913 -2.405
H: -3.786 1.012 -1.155
H: -2.764 -0.158 -2.351
N: 1.600 -1.551 0.610
N: 0.080 0.028 -0.072
N: -1.003 -0.038 -0.610
N: -1.562 0.963 -0.874
O: 0.071 -1.990 -0.885

Its HOMO energy is -8.289 eV. As for the total charge: 0. The SMILES is C/N=N/N(C)C(=O)NC. The LUMO energy comes out at 0.7345 eV.


Entry 8:
ORCA calculation (ωB97M-V with the def2-TZVPD basis set) on a 10-piece molecular cluster, C45H105N5O5 overall at a distorted geometry.

CARTESIAN COORDINATES (ANGSTROEM)
C: -5.321 12.305 12.589
C: -5.376 12.997 14.006
N: -5.947 14.339 13.998
C: -5.506 15.295 12.965
C: -3.987 15.579 13.072
C: -6.065 14.752 15.377
C: -7.270 15.769 15.467
H: -4.634 12.831 11.926
H: -6.352 12.366 12.239
H: -5.044 11.259 12.724
H: -5.860 12.269 14.657
H: -4.366 13.042 14.414
H: -5.804 14.861 12.010
H: -6.069 16.210 13.145
H: -3.746 16.341 12.330
H: -3.886 15.944 14.094
H: -3.442 14.688 12.761
H: -5.068 15.037 15.713
H: -6.409 13.891 15.951
H: -8.159 15.476 16.024
H: -7.578 16.363 14.607
H: -6.841 16.501 16.151
C: -6.669 10.694 22.395
C: -5.220 11.006 22.130
N: -5.012 11.960 21.014
C: -3.682 12.584 21.016
C: -3.398 13.628 19.958
C: -5.680 11.635 19.731
C: -4.902 10.389 19.123
H: -7.349 11.546 22.372
H: -6.798 10.205 23.360
H: -7.036 10.049 21.598
H: -4.802 11.385 23.062
H: -4.632 10.139 21.830
H: -3.459 12.992 22.001
H: -2.989 11.759 20.852
H: -3.409 13.320 18.912
H: -4.113 14.450 19.963
H: -2.513 14.252 20.084
H: -5.735 12.504 19.076
H: -6.743 11.512 19.938
H: -3.861 10.561 18.850
H: -5.418 10.124 18.201
H: -4.921 9.527 19.790
C: 1.956 20.464 18.799
C: 1.255 20.099 17.485
N: 0.387 21.221 17.014
C: -0.549 21.721 18.032
C: -1.576 20.637 18.350
C: 1.168 22.351 16.537
C: 1.808 21.943 15.219
H: 2.637 21.296 18.625
H: 2.526 19.617 19.180
H: 1.225 20.783 19.542
H: 2.013 19.739 16.789
H: 0.661 19.189 17.572
H: -0.123 22.217 18.904
H: -1.149 22.515 17.589
H: -1.704 19.827 17.632
H: -1.397 20.295 19.370
H: -2.495 21.161 18.611
H: 1.792 22.741 17.340
H: 0.487 23.173 16.314
H: 2.775 21.498 15.455
H: 2.090 22.894 14.767
H: 1.268 21.273 14.550
C: -11.304 12.372 21.456
C: -10.256 13.055 20.594
N: -9.452 14.064 21.379
C: -10.176 15.345 21.481
C: -9.770 16.357 22.598
C: -8.030 14.295 20.909
C: -7.868 14.928 19.469
H: -11.953 11.638 20.978
H: -11.972 13.050 21.987
H: -10.785 11.725 22.164
H: -9.614 12.201 20.375
H: -10.529 13.627 19.708
H: -11.226 15.190 21.727
H: -10.246 15.787 20.487
H: -9.098 17.201 22.448
H: -9.438 15.905 23.533
H: -10.698 16.914 22.725
H: -7.641 14.970 21.671
H: -7.511 13.342 21.014
H: -8.071 14.283 18.614
H: -8.459 15.843 19.417
H: -6.828 15.251 19.425
C: 3.326 17.343 20.778
C: 2.469 16.265 20.176
N: 1.268 15.906 20.950
C: 0.771 14.620 20.349
C: -0.016 13.684 21.363
C: 0.226 16.819 21.342
C: -0.488 17.624 20.122
H: 4.283 17.258 20.264
H: 3.541 16.843 21.722
H: 3.086 18.407 20.771
H: 2.258 16.424 19.119
H: 3.129 15.400 20.246
H: 0.123 14.877 19.511
H: 1.565 14.004 19.926
H: -0.297 12.705 20.974
H: 0.659 13.409 22.174
H: -0.855 14.152 21.878
H: 0.632 17.559 22.032
H: -0.528 16.307 21.940
H: -1.115 18.465 20.416
H: -1.079 16.963 19.487
H: 0.155 18.114 19.390
C: -4.443 16.835 18.762
C: -4.977 18.224 19.094
O: -5.617 18.482 20.124
C: -4.997 19.201 18.003
H: -3.685 16.673 19.528
H: -3.977 16.812 17.777
H: -5.328 16.214 18.621
H: -5.778 19.935 18.201
H: -5.105 18.734 17.025
H: -4.076 19.774 17.893
C: -9.232 20.171 14.711
C: -8.197 19.455 15.599
O: -7.013 19.375 15.226
C: -8.556 19.025 16.988
H: -9.898 20.864 15.225
H: -9.760 19.398 14.153
H: -8.591 20.555 13.916
H: -7.693 18.414 17.251
H: -9.502 18.514 17.170
H: -8.580 19.839 17.712
C: -0.211 16.497 15.148
C: -1.168 16.533 16.316
O: -1.674 17.604 16.609
C: -1.627 15.218 16.973
H: -0.438 17.382 14.554
H: -0.345 15.502 14.725
H: 0.728 16.552 15.698
H: -1.777 15.384 18.040
H: -1.033 14.329 16.763
H: -2.664 14.961 16.755
C: -3.252 19.037 14.395
C: -3.374 20.454 13.825
O: -3.856 20.652 12.696
C: -3.069 21.591 14.771
H: -4.095 18.822 15.052
H: -2.251 18.802 14.757
H: -3.261 18.277 13.614
H: -3.416 22.549 14.385
H: -1.981 21.598 14.841
H: -3.358 21.512 15.819
C: -9.796 20.692 23.919
C: -9.031 20.393 22.610
O: -9.649 20.123 21.598
C: -7.510 20.445 22.671
H: -10.858 20.563 23.713
H: -9.733 21.714 24.294
H: -9.547 20.077 24.784
H: -7.165 20.483 21.638
H: -7.115 19.636 23.285
H: -7.110 21.370 23.088

Its HOMO energy is -7.746 eV. As for the total charge: 0. The SMILES is CCN(CC)CC.CCN(CC)CC.CCN(CC)CC.CCN(CC)CC.CCN(CC)CC.CC(C)=O.CC(C)=O.CC(C)=O.CC(C)=O.CC(C)=O. The LUMO energy comes out at 0.4617 eV.


Question: What is the total charge in the second record?
Answer: -1